[1]
{
  "formula": "C46H46F9N2O5P2PtSSi",
  "method": "the ωB97M-V functional and the def2-TZVPD basis",
  "symbols": ["Pt", "F", "C", "F", "F", "C", "C", "C", "C", "C", "C", "P", "C", "C", "C", "C", "C", "C", "C", "F", "F", "F", "C", "C", "C", "C", "C", "C", "C", "F", "F", "F", "H", "H", "H", "H", "H", "H", "H", "H", "H", "H", "H", "H", "O", "C", "O", "C", "C", "C", "C", "S", "C", "C", "H", "H", "H", "H", "H", "C", "C", "C", "C", "Si", "O", "C", "C", "C", "C", "C", "C", "C", "C", "C", "C", "C", "C", "H", "H", "H", "H", "H", "H", "H", "H", "H", "H", "H", "H", "H", "H", "H", "H", "H", "H", "H", "N", "C", "P", "O", "O", "C", "N", "H", "H", "H", "H", "H", "H", "H", "H", "H", "H"],
  "positions_angstrom": [[-0.40, 0.36, 1.00], [6.97, 1.70, -2.22], [5.75, 2.17, -2.51], [5.47, 1.82, -3.77], [5.82, 3.51, -2.47], [4.73, 1.66, -1.53], [3.73, 0.79, -1.94], [2.81, 0.32, -1.01], [2.90, 0.72, 0.32], [3.90, 1.59, 0.72], [4.82, 2.07, -0.21], [1.72, -0.02, 1.48], [2.13, 0.67, 3.11], [1.82, 2.01, 3.31], [2.01, 2.61, 4.54], [2.51, 1.85, 5.59], [2.87, 0.53, 5.40], [2.68, -0.07, 4.16], [2.67, 2.49, 6.95], [3.75, 3.29, 6.99], [2.80, 1.57, 7.91], [1.60, 3.24, 7.24], [2.23, -1.76, 1.48], [1.33, -2.78, 1.18], [1.76, -4.10, 1.16], [3.08, -4.40, 1.43], [4.00, -3.39, 1.69], [3.57, -2.08, 1.71], [3.55, -5.84, 1.38], [2.56, -6.69, 1.71], [4.57, -6.05, 2.23], [3.97, -6.17, 0.15], [3.66, 0.49, -2.97], [2.01, -0.34, -1.33], [3.98, 1.91, 1.75], [5.59, 2.75, 0.10], [1.43, 2.60, 2.48], [1.75, 3.65, 4.69], [3.28, -0.05, 6.21], [2.93, -1.11, 4.03], [0.31, -2.55, 0.95], [1.06, -4.90, 0.93], [5.03, -3.63, 1.88], [4.30, -1.29, 1.88], [1.58, -2.13, 8.46], [0.72, -1.18, 8.05], [0.33, -0.35, 8.80], [0.28, -1.22, 6.61], [0.38, -2.35, 5.80], [-0.10, -2.33, 4.50], [-0.70, -1.18, 4.02], [-1.40, -1.22, 2.38], [-0.79, -0.04, 4.81], [-0.31, -0.07, 6.10], [1.92, -2.65, 7.72], [0.81, -3.28, 6.18], [-0.04, -3.22, 3.89], [-1.24, 0.86, 4.41], [-0.38, 0.80, 6.74], [1.70, 3.95, -2.03], [0.68, 4.49, -1.01], [1.41, 4.84, 0.29], [0.00, 5.74, -1.57], [-0.58, 3.13, -0.64], [0.27, 1.80, -0.19], [-1.74, 3.77, 0.71], [-1.44, 3.50, 2.05], [-2.23, 3.99, 3.09], [-3.35, 4.76, 2.80], [-3.66, 5.04, 1.48], [-2.86, 4.55, 0.45], [-1.44, 2.65, -2.27], [-2.36, 3.43, -2.98], [-2.84, 3.04, -4.22], [-2.39, 1.86, -4.81], [-1.48, 1.07, -4.12], [-1.03, 1.45, -2.86], [2.47, 4.70, -2.22], [1.23, 3.72, -2.98], [2.19, 3.05, -1.66], [2.23, 5.54, 0.08], [1.86, 3.95, 0.74], [0.75, 5.31, 1.01], [0.74, 6.53, -1.73], [-0.76, 6.13, -0.89], [-0.47, 5.54, -2.54], [-0.58, 2.89, 2.30], [-1.96, 3.78, 4.12], [-3.96, 5.16, 3.60], [-4.53, 5.64, 1.24], [-3.15, 4.77, -0.57], [-2.70, 4.38, -2.58], [-3.54, 3.67, -4.75], [-2.74, 1.57, -5.79], [-1.10, 0.16, -4.58], [-0.30, 0.84, -2.34], [-4.27, 0.48, -2.47], [-4.09, -0.38, -1.26], [-3.83, 0.87, 0.10], [-4.49, 2.07, -0.50], [-2.37, 0.88, 0.45], [-4.74, 0.34, 1.59], [-3.93, 0.58, 2.80], [-3.37, 0.68, -2.93], [-4.60, 1.40, -2.07], [-4.91, 0.10, -3.16], [-3.26, -1.06, -1.39], [-5.01, -0.94, -1.10], [-4.97, -0.73, 1.53], [-5.69, 0.88, 1.59], [-3.67, 1.57, 2.86], [-2.52, -0.42, 2.65], [-4.46, 0.36, 3.63]],
  "spin_multiplicity": 1,
  "relative_energy_kj_mol": 0.0,
  "orbital_gap_ev": 8.43,
  "total_charge": 1
}

---

[2]
{
  "formula": "C20H55N15O12",
  "method": "the ωB97M-V functional and the def2-TZVPD basis",
  "symbols": ["C", "O", "C", "C", "O", "C", "C", "C", "O", "O", "C", "C", "C", "C", "C", "N", "C", "C", "O", "H", "H", "H", "H", "H", "H", "H", "H", "H", "H", "H", "H", "H", "H", "H", "H", "H", "H", "H", "H", "H", "H", "H", "H", "H", "H", "H", "C", "O", "N", "N", "H", "H", "H", "H", "C", "O", "N", "N", "H", "H", "H", "H", "C", "O", "N", "N", "H", "H", "H", "H", "C", "O", "N", "N", "H", "H", "H", "H", "C", "O", "N", "N", "H", "H", "H", "H", "C", "O", "N", "N", "H", "H", "H", "H", "C", "O", "N", "N", "H", "H", "H", "H"],
  "positions_angstrom": [[-2.18, 4.75, -0.12], [-1.71, 3.90, -1.15], [-1.95, 2.53, -0.88], [-0.71, 1.66, -0.59], [0.02, 2.26, 0.49], [-1.16, 0.25, -0.25], [-0.06, -0.81, -0.13], [-0.54, -1.95, 0.80], [0.34, -1.35, -1.38], [0.12, 1.54, -1.72], [1.31, 2.30, -1.89], [2.56, 1.54, -1.43], [3.20, 2.04, -0.14], [4.48, 1.33, 0.29], [4.26, -0.06, 0.89], [3.21, -0.23, 1.90], [3.35, 0.54, 3.10], [3.92, -0.21, 4.27], [3.03, 1.74, 3.16], [-1.73, 5.75, -0.24], [-3.28, 4.83, -0.16], [-1.90, 4.36, 0.87], [-2.46, 2.09, -1.75], [-2.64, 2.45, -0.02], [-0.18, 1.77, 1.28], [-1.90, -0.08, -0.99], [-1.70, 0.29, 0.71], [0.84, -0.34, 0.32], [-0.32, -1.69, 1.85], [0.01, -2.87, 0.56], [-1.61, -2.13, 0.69], [-0.11, -0.90, -2.09], [1.20, 3.29, -1.41], [1.35, 2.49, -2.98], [2.27, 0.47, -1.34], [3.32, 1.58, -2.22], [2.47, 1.94, 0.68], [3.42, 3.11, -0.25], [5.15, 1.20, -0.58], [5.00, 1.96, 1.03], [5.21, -0.40, 1.34], [4.03, -0.79, 0.09], [2.28, -0.08, 1.52], [3.61, -1.26, 4.25], [5.02, -0.22, 4.19], [3.63, 0.27, 5.21], [-3.00, -5.15, -0.09], [-1.84, -4.85, 0.10], [-3.93, -5.24, 0.91], [-3.49, -5.44, -1.35], [-4.89, -5.50, 0.74], [-3.63, -5.04, 1.84], [-2.84, -5.39, -2.11], [-4.44, -5.72, -1.52], [-5.26, -8.79, 0.79], [-6.02, -7.87, 0.51], [-3.91, -8.68, 0.65], [-5.73, -9.98, 1.27], [-3.26, -9.41, 0.87], [-3.56, -7.81, 0.30], [-6.71, -10.08, 1.39], [-5.13, -10.75, 1.51], [8.35, 0.18, 3.79], [7.69, -0.67, 3.23], [9.69, 0.03, 4.02], [7.81, 1.37, 4.23], [10.26, 0.72, 4.48], [10.11, -0.82, 3.71], [6.84, 1.52, 4.07], [8.34, 2.08, 4.69], [-4.66, -1.32, -1.43], [-4.48, -1.15, -0.23], [-5.16, -0.33, -2.24], [-4.38, -2.50, -2.04], [-5.32, -0.46, -3.22], [-5.39, 0.54, -1.81], [-3.98, -3.22, -1.47], [-4.56, -2.70, -3.01], [1.29, 6.61, 1.37], [1.36, 7.80, 1.10], [0.88, 5.68, 0.46], [1.62, 6.13, 2.60], [0.80, 4.70, 0.68], [0.67, 5.99, -0.46], [1.94, 6.79, 3.28], [1.64, 5.15, 2.83], [2.60, 9.45, -2.61], [1.96, 10.33, -3.18], [2.29, 8.98, -1.37], [3.70, 8.87, -3.20], [2.80, 8.27, -0.90], [1.50, 9.37, -0.89], [3.95, 9.19, -4.11], [4.24, 8.16, -2.76], [-5.95, -5.52, -3.95], [-5.44, -4.41, -4.03], [-5.38, -6.62, -4.52], [-7.11, -5.73, -3.26], [-5.77, -7.54, -4.46], [-4.53, -6.48, -5.03], [-7.54, -4.94, -2.82], [-7.54, -6.63, -3.17]],
  "spin_multiplicity": 1,
  "smiles": "COC[C@@](O)(C[C@@H](C)O)OCCCCCNC(C)=O.NC(N)=O.NC(N)=O.NC(N)=O.NC(N)=O.NC(N)=O.NC(N)=O.NC(N)=O",
  "orbital_gap_ev": 9.17,
  "total_charge": 0
}

---

[3]
{
  "formula": "C16H15ClF5IN2",
  "method": "the ωB97M-V functional and the def2-TZVPD basis",
  "symbols": ["C", "C", "I", "C", "C", "C", "C", "C", "C", "C", "Cl", "C", "N", "C", "C", "C", "F", "F", "C", "F", "F", "F", "N", "C", "C", "H", "H", "H", "H", "H", "H", "H", "H", "H", "H", "H", "H", "H", "H", "H"],
  "positions_angstrom": [[2.72, 4.90, 0.16], [2.06, 3.60, -0.48], [2.81, 3.30, -2.49], [2.36, 2.37, 0.46], [1.29, 1.23, 0.41], [1.73, -0.16, 0.84], [0.77, -1.26, 0.85], [1.33, -2.66, 1.31], [2.58, -3.08, 0.41], [2.35, -2.72, -1.13], [3.20, -3.94, -2.21], [-0.67, -1.09, 0.42], [-1.49, -2.20, 0.50], [-2.74, -1.87, 0.06], [-3.18, -0.52, -0.39], [-4.66, -0.30, -0.89], [-4.78, -0.47, -2.25], [-4.92, 1.06, -0.66], [-5.74, -1.08, -0.05], [-5.56, -0.88, 1.30], [-6.98, -0.51, -0.34], [-5.86, -2.41, -0.38], [-2.36, 0.57, -0.43], [-1.08, 0.26, -0.02], [-0.08, 1.39, -0.02], [2.14, 5.16, 1.09], [2.70, 5.78, -0.52], [3.78, 4.68, 0.49], [0.97, 3.82, -0.57], [3.38, 1.98, 0.19], [2.47, 2.79, 1.51], [2.79, -0.29, 1.15], [0.55, -3.45, 1.14], [1.69, -2.64, 2.38], [2.84, -4.16, 0.48], [3.49, -2.46, 0.71], [2.80, -1.72, -1.39], [1.24, -2.75, -1.35], [-3.50, -2.69, 0.04], [-0.44, 2.40, -0.35]],
  "spin_multiplicity": 1,
  "smiles": "C[C@@H](I)Cc1cc(CCCCl)c2ncc(C(F)(F)C(F)(F)F)nc2c1",
  "orbital_gap_ev": 7.98,
  "total_charge": 0
}

---

[4]
{
  "formula": "C6H18ClO3S",
  "method": "the ωB97M-V functional and the def2-TZVPD basis",
  "symbols": ["Cl", "C", "C", "O", "H", "H", "H", "H", "H", "H", "C", "C", "O", "H", "H", "H", "H", "H", "H", "C", "S", "O", "C", "H", "H", "H", "H", "H", "H"],
  "positions_angstrom": [[-65.80, -34.25, -25.84], [-64.78, -29.21, -26.50], [-65.39, -30.55, -26.01], [-64.76, -31.60, -26.61], [-65.01, -28.87, -27.56], [-63.79, -29.05, -26.19], [-65.25, -28.45, -25.89], [-66.54, -30.67, -26.28], [-65.27, -30.74, -24.78], [-65.11, -32.51, -26.47], [-63.05, -39.03, -24.68], [-63.82, -37.87, -25.46], [-64.13, -36.93, -24.54], [-63.69, -39.45, -23.88], [-62.10, -38.60, -24.28], [-63.07, -39.91, -25.29], [-64.62, -38.04, -25.88], [-63.14, -37.37, -26.13], [-64.32, -36.19, -25.11], [-67.88, -36.34, -24.56], [-66.99, -37.21, -25.81], [-67.33, -38.71, -25.56], [-68.13, -36.80, -27.08], [-67.40, -35.30, -24.08], [-67.81, -36.81, -23.67], [-68.93, -36.52, -24.81], [-67.70, -37.31, -27.89], [-68.20, -35.65, -27.13], [-69.05, -36.86, -26.84]],
  "spin_multiplicity": 1,
  "relative_energy_kj_mol": 74.9,
  "orbital_gap_ev": 8.48,
  "total_charge": -1
}

---

no.,electronic energy (eV),HOMO (eV),lowest unoccupied orbital energy (eV)
1,-126664.194,-11.07,-2.64
2,-68560.424,-8.97,0.20
3,-54024.541,-9.17,-1.19
4,-36011.706,-5.16,3.31